A cluster of 3 separate species, H6O3 in total, computed with ωB97M-V/def2-TZVPD.

Values from the calculation:
highest occupied orbital energy = -10.4 eV
strongest force on any atom = 0.97 eV/Å

Positions of all 9 atoms, in Å:
O: 0.39 0.62 -1.80
H: 0.57 0.23 -2.65
H: -0.36 1.19 -1.95
O: -0.33 -1.95 1.24
H: -0.46 -1.95 2.18
H: -0.34 -1.02 1.00
O: 0.09 0.64 0.87
H: -0.28 1.52 0.96
H: 0.73 0.72 0.16

A structure of composition H6O3Rb, computed with ωB97M-V/def2-TZVPD.

Values from the calculation:
highest occupied orbital energy = -15.0 eV
strongest force on any atom = 0.66 eV/Å
net charge = +1

Positions of all 10 atoms, in Å:
Rb: -16.65 -12.65 -10.06
O: -14.31 -10.44 -10.43
H: -14.03 -9.68 -10.96
H: -14.69 -11.05 -11.07
O: -14.38 -13.08 -11.65
H: -14.53 -13.75 -12.34
H: -13.69 -13.46 -11.07
O: -16.83 -9.67 -9.11
H: -15.91 -9.97 -9.18
H: -16.78 -8.72 -8.99

A structure of composition H6O3Tl in a non-equilibrium geometry, computed with ωB97M-V/def2-TZVPD.

Values from the calculation:
highest occupied orbital energy = -26.4 eV
strongest force on any atom = 1.51 eV/Å
net charge = +3

Positions of all 10 atoms, in Å:
Tl: 8.44 3.53 -26.55
O: 11.08 2.77 -25.67
H: 11.23 3.21 -24.79
H: 11.84 2.12 -25.77
O: 6.25 2.37 -25.29
H: 5.91 1.44 -25.28
H: 5.65 2.92 -24.73
O: 10.40 5.11 -27.71
H: 10.39 5.69 -28.52
H: 11.30 5.18 -27.31

A cluster of 2 separate species, H6O5Si2 in total in a non-equilibrium geometry, computed with ωB97M-V/def2-TZVPD.

Values from the calculation:
highest occupied orbital energy (spin up / spin down) = -7.7 / -7.4 eV
strongest force on any atom = 1.07 eV/Å

Positions of all 13 atoms, in Å:
O: 1.34 -2.33 -1.93
O: -0.96 -3.16 -1.06
O: -1.84 2.69 -0.35
O: 0.70 2.66 0.33
O: -1.06 2.23 2.21
Si: 0.31 -2.25 -0.66
Si: -0.76 1.95 0.61
H: 2.14 -1.83 -1.92
H: -0.91 -3.76 -1.80
H: -1.61 3.54 -0.71
H: 1.37 2.56 1.00
H: -1.93 2.05 2.55
H: 0.93 -2.75 0.55

An isolated molecule of H6OSi2 in a non-equilibrium geometry, computed with ωB97M-V/def2-TZVPD.

Values from the calculation:
highest occupied orbital energy = -10.0 eV
strongest force on any atom = 3.41 eV/Å

Positions of all 9 atoms, in Å:
O: -1.81 -0.38 -0.70
Si: -0.89 0.33 0.44
Si: 1.32 -0.19 -0.01
H: -1.64 -0.10 -1.67
H: -1.08 -0.13 1.93
H: -1.47 1.68 0.23
H: 1.26 -1.61 -0.36
H: 2.19 0.50 -1.07
H: 2.12 -0.11 1.22

An isolated molecule of H6OSi2 in a non-equilibrium geometry, computed with ωB97M-V/def2-TZVPD.

Values from the calculation:
highest occupied orbital energy = -10.2 eV
strongest force on any atom = 5.95 eV/Å

Positions of all 9 atoms, in Å:
Si: -0.92 1.45 -0.04
O: -0.15 -0.26 0.37
Si: 0.92 -1.41 0.04
H: -1.33 1.12 -1.43
H: -1.91 1.76 1.16
H: 0.13 2.54 0.15
H: 2.21 -0.99 -0.47
H: 0.41 -2.16 -1.07
H: 0.64 -2.05 1.30

An isolated molecule of H6S2Si2 in a non-equilibrium geometry, computed with ωB97M-V/def2-TZVPD.

Values from the calculation:
highest occupied orbital energy (spin up / spin down) = -7.0 / -9.3 eV
strongest force on any atom = 2.07 eV/Å
<S²> = 2.014
2S+1 = 3

Positions of all 10 atoms, in Å:
Si: 1.37 -2.09 -0.76
Si: -1.50 2.22 0.94
S: -0.21 0.82 -0.96
S: -0.22 -1.18 -1.89
H: 0.89 -2.13 0.61
H: 1.50 -3.36 -1.31
H: 2.67 -1.58 -0.84
H: -1.32 1.28 2.09
H: -0.44 3.09 1.15
H: -2.74 2.93 0.98

A cluster of 35 separate species, H70O35 in total in a non-equilibrium geometry, computed with ωB97M-V/def2-TZVPD.

Values from the calculation:
highest occupied orbital energy = -10.6 eV
strongest force on any atom = 3.38 eV/Å

Positions of all 105 atoms, in Å:
O: 7.63 15.35 9.31
H: 7.72 14.80 8.51
H: 7.39 16.21 9.01
O: 10.78 6.80 15.42
H: 11.67 6.80 15.03
H: 10.18 6.24 14.86
O: 11.81 8.29 5.33
H: 11.75 8.28 4.42
H: 10.87 8.32 5.72
O: 14.62 14.97 12.87
H: 13.76 14.59 12.68
H: 14.90 15.37 12.05
O: 11.16 11.62 14.17
H: 10.67 11.46 13.30
H: 10.46 11.16 14.65
O: 10.34 11.60 11.30
H: 11.17 11.18 11.03
H: 9.72 10.90 11.02
O: 12.09 14.06 12.47
H: 11.78 13.35 13.03
H: 11.36 14.44 11.95
O: 9.52 9.32 15.84
H: 9.53 9.33 16.80
H: 10.05 8.54 15.61
O: 11.53 5.61 7.51
H: 11.49 5.09 6.65
H: 11.48 6.52 7.21
O: 11.53 11.99 5.09
H: 12.40 11.77 5.45
H: 11.42 12.96 5.24
O: 15.33 11.28 12.76
H: 15.26 11.36 11.81
H: 15.66 12.05 13.24
O: 10.89 6.71 10.12
H: 11.73 6.56 10.53
H: 10.82 6.22 9.29
O: 8.47 14.07 7.09
H: 8.83 13.25 7.52
H: 9.12 14.32 6.40
O: 8.94 5.37 14.14
H: 8.33 5.49 14.88
H: 8.55 5.82 13.37
O: 8.64 6.95 11.95
H: 7.86 6.93 11.43
H: 9.48 7.08 11.44
O: 16.35 12.53 10.01
H: 16.41 11.76 9.49
H: 17.24 12.63 10.38
O: 7.18 6.38 6.65
H: 6.88 6.97 7.38
H: 6.45 6.46 6.02
O: 9.59 11.48 6.68
H: 8.93 10.92 6.29
H: 10.34 11.54 6.07
O: 9.50 8.34 6.54
H: 8.88 7.66 6.51
H: 9.63 8.72 7.38
O: 12.31 15.00 8.07
H: 11.46 15.09 8.63
H: 12.92 14.53 8.70
O: 14.13 11.52 6.88
H: 13.57 10.95 7.45
H: 14.11 12.35 7.43
O: 11.18 15.04 5.72
H: 10.96 15.90 5.34
H: 11.77 15.16 6.52
O: 12.86 9.15 7.78
H: 13.23 8.35 8.17
H: 12.85 8.96 6.85
O: 13.47 9.78 14.38
H: 12.74 10.41 14.47
H: 14.21 10.16 13.80
O: 13.03 10.28 10.30
H: 13.47 11.10 10.34
H: 13.21 9.87 9.44
O: 13.53 7.75 10.98
H: 13.72 7.45 11.90
H: 13.13 8.60 11.13
O: 7.85 9.68 12.85
H: 8.52 9.83 13.54
H: 8.13 8.80 12.50
O: 10.09 9.73 9.00
H: 11.02 9.54 9.06
H: 9.96 10.39 8.32
O: 14.52 6.99 8.47
H: 14.65 7.13 9.42
H: 13.86 6.27 8.39
O: 10.14 14.63 10.12
H: 9.27 15.02 9.95
H: 9.88 13.69 10.21
O: 7.20 7.25 9.48
H: 8.09 7.45 9.82
H: 6.62 7.84 9.96
O: 16.60 13.49 14.07
H: 17.50 13.81 13.83
H: 15.94 14.17 13.72
O: 13.48 7.23 13.89
H: 13.43 8.27 14.07
H: 14.26 6.91 14.35
O: 13.68 13.22 10.11
H: 13.18 13.48 10.95
H: 14.65 13.30 10.24
O: 16.35 10.78 8.18
H: 16.89 10.10 7.76
H: 15.78 11.11 7.46

Here are the calculated total energy numbers, same order: -6239.8046, -6890.3197, -10890.2552, -26093.0022, -17899.3961, -17899.6174, -37519.1319, -72805.6786 (eV).
Here are the calculated relative energy (zero: lowest compared OMol25 entry of this formula, charge and spin) numbers, same order: 0.449, 0.565, 2.117, 2.759, 1.493, 1.272, 0.598, 0.906 (eV).